C18H29N2O3 | ωB97M-V with the def2-TZVPD basis set

Values from the calculation:
- Total charge: +1
- Relative energy (zero: lowest compared OMol25 entry of this formula, charge and spin): 3.4 kcal per mole
- Orbital gap: 8.02 eV
- SMILES: CC(=O)Nc1ccc(OC[C@@H](O)C[NH+]2[C@@H](C)CCC[C@@H]2C)cc1
- Lowest unoccupied orbital energy: -2.2 eV

Last columns: bonded neighbours and bond lengths (Å).
Atoms and positions in Å:
1 C 8.8211 0.6391 0.2184  C2 1.511, H24 1.086, H25 1.088, H26 1.088
2 C 7.4949 -0.0858 0.2161  C1 1.511, O3 1.207, N4 1.373
3 O 7.3788 -1.2727 0.4025  C2 1.207
4 N 6.4413 0.7616 -0.0215  C2 1.373, C5 1.393, H27 1.011
5 C 5.0846 0.4592 -0.1091  N4 1.393, C6 1.391, C23 1.396
6 C 4.5878 -0.8319 0.0366  C5 1.391, C7 1.384, H28 1.077
7 C 3.2301 -1.0798 -0.0672  C6 1.384, C8 1.386, H29 1.078
8 C 2.3483 -0.0416 -0.3209  C7 1.386, O9 1.388, C22 1.391
9 O 0.9730 -0.1831 -0.4413  C8 1.388, C10 1.402
10 C 0.4443 -1.4817 -0.4662  O9 1.402, C11 1.529, H30 1.098, H31 1.103
11 C -1.0313 -1.3420 -0.8421  C10 1.529, O12 1.410, C13 1.544, H32 1.097
12 O -1.7290 -2.5671 -0.8656  C11 1.410, H33 0.964
13 C -1.7464 -0.3944 0.1457  C11 1.544, N14 1.481, H34 1.087, H35 1.089
14 N -3.1999 -0.4718 -0.1283  C13 1.481, C15 1.500, C20 1.503, H36 1.037
15 C -4.0907 -0.3993 1.0767  N14 1.500, C16 1.523, C17 1.523, H37 1.094
16 C -3.7601 -1.4900 2.0864  C15 1.523, H38 1.087, H39 1.088, H40 1.087
17 C -4.0391 1.0053 1.6640  C15 1.523, C18 1.526, H41 1.090, H42 1.091
18 C -4.5344 2.0121 0.6303  C17 1.526, C19 1.526, H43 1.089, H44 1.090
19 C -3.6934 1.9152 -0.6392  C18 1.526, C20 1.531, H45 1.090, H46 1.091
20 C -3.6239 0.4926 -1.1997  N14 1.503, C19 1.531, C21 1.523, H47 1.094
21 C -4.9224 0.0345 -1.8511  C20 1.523, H48 1.087, H49 1.088, H50 1.086
22 C 2.8362 1.2537 -0.4612  C8 1.391, C23 1.378, H51 1.078
23 C 4.1875 1.5002 -0.3559  C5 1.396, C22 1.378, H52 1.080
24 H 9.6161 -0.0746 0.4119  C1 1.086
25 H 8.9937 1.1121 -0.7462  C1 1.088
26 H 8.8324 1.4043 0.9918  C1 1.088
27 H 6.6672 1.7373 -0.1585  N4 1.011
28 H 5.2676 -1.6436 0.2312  C6 1.077
29 H 2.8859 -2.0944 0.0556  C7 1.078
30 H 0.9544 -2.1068 -1.2114  C10 1.098
31 H 0.5338 -1.9630 0.5223  C10 1.103
32 H -1.0907 -0.9294 -1.8562  C11 1.097
33 H -1.2844 -3.2218 -0.3146  O12 0.964
34 H -1.3658 0.6178 0.0327  C13 1.087
35 H -1.5503 -0.7330 1.1622  C13 1.089
36 H -3.3039 -1.4294 -0.5132  N14 1.037
37 H -5.1012 -0.5857 0.7019  C15 1.094
38 H -2.8833 -1.2533 2.6835  C16 1.087
39 H -3.6139 -2.4500 1.5952  C16 1.088
40 H -4.5951 -1.5956 2.7737  C16 1.087
41 H -4.6710 1.0387 2.5509  C17 1.090
42 H -3.0218 1.2498 1.9730  C17 1.091
43 H -4.4639 3.0222 1.0313  C18 1.089
44 H -5.5850 1.8237 0.4073  C18 1.090
45 H -4.1084 2.5631 -1.4107  C19 1.090
46 H -2.6862 2.2771 -0.4256  C19 1.091
47 H -2.8412 0.4577 -1.9639  C20 1.094
48 H -5.0929 0.6223 -2.7489  C21 1.087
49 H -4.8591 -1.0103 -2.1492  C21 1.088
50 H -5.7862 0.1662 -1.2071  C21 1.086
51 H 2.1424 2.0557 -0.6561  C22 1.078
52 H 4.5537 2.5101 -0.4700  C23 1.080

Formally, the Mulliken partial charges of the atoms, in units of the elementary charge, are as follows: C -1.326; C 0.810; O -0.603; N -0.188; C 0.777; C -0.684; C -0.455; C 0.310; O -0.160; C -1.038; C 0.184; O -0.612; C -1.055; N 0.184; C 0.241; C -1.542; C -0.732; C -0.674; C -0.724; C 0.141; C -1.470; C -0.827; C -0.592; H 0.354; H 0.336; H 0.337; H 0.191; H 0.513; H 0.384; H 0.592; H 0.536; H 0.350; H 0.378; H 0.232; H 0.353; H 0.576; H 0.313; H 0.423; H 0.358; H 0.465; H 0.450; H 0.229; H 0.382; H 0.341; H 0.401; H 0.347; H 0.318; H 0.450; H 0.379; H 0.364; H 0.397; H 0.285